(1)
{"formula": "C27H18AuN3O3S", "method": "the ωB97M-V functional and the def2-TZVPD basis", "elements": ["Au", "O", "C", "C", "C", "C", "C", "C", "C", "O", "N", "N", "C", "C", "C", "C", "C", "C", "C", "O", "H", "H", "H", "H", "H", "H", "H", "H", "H", "H", "S", "C", "C", "C", "C", "C", "C", "N", "C", "C", "C", "C", "C", "C", "C", "H", "H", "H", "H", "H", "H", "H", "H"], "xyz": [[0.08, -0.24, 0.76], [-1.91, 2.38, -3.03], [-2.81, 2.98, -2.24], [-3.52, 4.06, -2.75], [-4.45, 4.72, -1.98], [-4.71, 4.31, -0.67], [-4.02, 3.23, -0.16], [-3.06, 2.55, -0.92], [-2.30, 1.41, -0.35], [-1.39, 0.86, -1.02], [-2.62, 1.07, 0.90], [-1.86, 0.03, 1.34], [-2.29, -0.73, 2.27], [-1.70, -1.99, 2.67], [-2.15, -2.60, 3.85], [-1.78, -3.89, 4.18], [-0.98, -4.60, 3.28], [-0.55, -4.04, 2.10], [-0.88, -2.71, 1.78], [-0.46, -2.21, 0.63], [-1.50, 1.66, -2.48], [-3.31, 4.37, -3.77], [-4.99, 5.56, -2.40], [-5.44, 4.83, -0.07], [-4.19, 2.89, 0.85], [-3.25, -0.45, 2.71], [-2.81, -2.05, 4.51], [-2.12, -4.34, 5.10], [-0.70, -5.63, 3.51], [0.04, -4.60, 1.40], [4.36, -0.20, 1.97], [4.10, -1.79, 1.32], [4.99, -2.86, 1.28], [4.58, -4.02, 0.66], [3.31, -4.11, 0.08], [2.42, -3.05, 0.11], [2.83, -1.88, 0.76], [2.11, -0.70, 0.88], [2.78, 0.26, 1.47], [2.14, 1.56, 1.61], [2.82, 2.71, 2.00], [2.18, 3.94, 1.91], [0.89, 4.00, 1.40], [0.21, 2.84, 1.01], [0.82, 1.61, 1.14], [5.98, -2.78, 1.72], [5.25, -4.87, 0.62], [3.02, -5.03, -0.41], [1.44, -3.10, -0.33], [3.84, 2.65, 2.35], [2.69, 4.84, 2.21], [0.40, 4.96, 1.29], [-0.79, 2.94, 0.62]], "homo_ev": -7.59, "spin_multiplicity": 1, "orbital_gap_ev": 6.76, "energy_ha": -1963.5395, "lumo_energy_ev": -0.827}

(2)
{"formula": "C27H18Br5N4O3Re", "method": "the ωB97M-V functional and the def2-TZVPD basis", "elements": ["Re", "Br", "C", "C", "C", "C", "O", "C", "C", "N", "C", "C", "C", "C", "C", "C", "C", "C", "N", "C", "C", "H", "H", "H", "H", "H", "H", "H", "H", "H", "H", "Br", "C", "C", "Br", "C", "Br", "C", "O", "C", "O", "C", "Br", "C", "C", "C", "C", "N", "N", "C", "H", "H", "H", "H", "H", "H", "H", "H"], "xyz": [[0.10, -0.15, -0.37], [-2.78, 6.42, -2.41], [-1.72, 4.88, -2.06], [-0.58, 4.63, -2.85], [0.17, 3.51, -2.61], [-0.16, 2.58, -1.58], [0.56, 1.54, -1.48], [-1.29, 2.89, -0.74], [-1.71, 2.11, 0.37], [-1.23, 0.94, 0.72], [-1.78, 0.25, 1.81], [-2.51, 0.79, 2.85], [-3.05, -0.04, 3.84], [-2.89, -1.40, 3.80], [-2.10, -1.99, 2.79], [-1.84, -3.38, 2.69], [-1.04, -3.84, 1.67], [-0.48, -2.93, 0.77], [-0.69, -1.63, 0.84], [-1.52, -1.15, 1.81], [-2.06, 4.05, -1.03], [-0.32, 5.32, -3.63], [1.04, 3.28, -3.21], [-2.52, 2.54, 0.95], [-2.67, 1.85, 2.93], [-3.61, 0.40, 4.64], [-3.36, -2.04, 4.53], [-2.26, -4.05, 3.42], [-0.82, -4.89, 1.55], [0.16, -3.28, -0.02], [-2.94, 4.25, -0.44], [-1.26, -2.27, -6.87], [-0.50, -2.09, -5.16], [0.80, -2.57, -4.93], [1.75, -3.47, -6.28], [1.40, -2.37, -3.69], [3.14, -2.98, -3.31], [0.74, -1.68, -2.68], [1.27, -1.40, -1.54], [-0.62, -1.22, -2.90], [-1.18, -0.59, -1.94], [-1.20, -1.44, -4.15], [-2.97, -0.84, -4.38], [4.56, -1.78, 2.23], [3.55, -0.76, 1.90], [3.32, 0.51, 2.39], [2.19, 1.00, 1.74], [1.73, 0.06, 0.90], [2.57, -0.99, 1.01], [1.55, 2.33, 1.89], [5.19, -1.45, 3.06], [5.19, -1.99, 1.37], [4.08, -2.72, 2.52], [3.92, 1.04, 3.11], [2.52, -1.75, 0.34], [2.30, 3.05, 2.18], [0.78, 2.30, 2.67], [1.09, 2.63, 0.96]], "total_charge": 1, "homo_ev": [-9.81, -9.87], "spin_multiplicity": 4, "s_squared": 3.77, "orbital_gap_ev": [5.50, 5.23], "energy_ha": -14432.6714, "lumo_energy_ev": [-4.316, -4.643]}

(3)
{"formula": "C27H18F3N6O2RuS2", "method": "the ωB97M-V functional and the def2-TZVPD basis", "elements": ["Ru", "C", "C", "S", "C", "C", "S", "H", "H", "H", "H", "H", "H", "C", "C", "C", "C", "N", "C", "C", "C", "C", "C", "C", "C", "H", "H", "H", "H", "H", "H", "H", "H", "N", "C", "C", "C", "C", "N", "C", "C", "H", "H", "H", "H", "F", "C", "F", "F", "C", "O", "O", "N", "C", "C", "C", "N", "C", "N"], "xyz": [[0.41, 0.04, 0.20], [-2.16, 3.41, 2.80], [-1.79, 2.20, 1.97], [-0.13, 1.91, 1.83], [-2.80, 1.41, 1.40], [-4.25, 1.80, 1.56], [-2.50, 0.04, 0.47], [-1.26, 3.88, 3.19], [-2.80, 3.15, 3.64], [-2.69, 4.15, 2.19], [-4.41, 2.62, 2.25], [-4.82, 0.94, 1.92], [-4.66, 2.07, 0.59], [-0.43, -2.44, 3.74], [-0.85, -3.63, 3.17], [-0.89, -3.75, 1.79], [-0.52, -2.67, 1.00], [-0.14, -1.51, 1.58], [-0.08, -1.39, 2.90], [-0.46, -2.66, -0.47], [-0.76, -3.79, -1.23], [-0.60, -3.75, -2.61], [-0.13, -2.59, -3.21], [0.15, -1.46, -2.45], [-0.01, -1.48, -1.07], [-0.37, -2.31, 4.81], [-1.12, -4.47, 3.79], [-1.19, -4.68, 1.33], [0.26, -0.43, 3.26], [-1.11, -4.70, -0.77], [-0.83, -4.62, -3.21], [0.02, -2.56, -4.28], [0.51, -0.56, -2.93], [-2.14, 5.53, -4.53], [-1.74, 4.67, -3.85], [-1.26, 3.64, -3.04], [-1.81, 2.32, -3.07], [-1.34, 1.36, -2.22], [-0.35, 1.56, -1.30], [0.21, 2.80, -1.30], [-0.19, 3.83, -2.11], [-2.60, 2.06, -3.76], [-1.76, 0.37, -2.25], [1.02, 2.95, -0.61], [0.31, 4.78, -2.03], [4.70, -2.01, 2.88], [3.90, -0.94, 2.97], [4.70, 0.14, 3.00], [3.30, -1.02, 4.18], [2.82, -0.87, 1.84], [2.67, -1.87, 1.14], [2.21, 0.23, 1.83], [2.23, 0.51, -1.04], [3.15, 0.16, -1.65], [4.25, -0.24, -2.41], [4.04, -0.77, -3.69], [3.88, -1.21, -4.75], [5.55, -0.12, -1.90], [6.64, -0.01, -1.50]], "total_charge": -2, "e_above_lowest_kj_mol": 16.3, "homo_ev": [-0.16, -2.96], "spin_multiplicity": 6, "s_squared": 8.80, "orbital_gap_ev": [4.27, 6.52], "energy_ha": -2709.6099, "lumo_energy_ev": [4.115, 3.559]}